[1]
C25H45F3FeP2 | ωB97M-V/def2-TZVPD

Calculated values
Calculated total energy, eV: -87760.7871
2S+1: 6
<S²>: 8.889
Total charge: +1
Lowest unoccupied orbital energy (alpha / beta), eV: -3.3368 / -5.0503
Frontier orbital gap (alpha / beta), eV: 7.37 / 5.73

XYZ file:
```
76
Properties=species:S:1:pos:R:3:forces:R:3:mulliken_charge:R:1
Fe -0.76701 -0.18244 -1.73388 -1.0 -0.7 2.7 -0.7393
C -1.80261 1.49642 0.73773 -1.1 -0.3 -1.7 -0.0383
C -2.22262 0.60954 -0.39024 0.5 -1.2 1.8 2.0467
C -2.32321 -0.53509 1.63816 0.8 1.3 2.1 1.3459
C -1.90892 0.79282 1.92328 -0.9 -1.9 0.7 0.7652
C -2.54737 -0.68988 0.27660 -0.7 2.4 -1.7 0.6684
C -1.71896 2.97493 0.68080 0.4 0.4 -0.2 -1.9287
H -1.38643 3.35953 -0.28835 -0.1 -0.1 0.1 0.2995
H -1.01843 3.36139 1.43237 -0.2 -0.1 -0.1 0.2084
H -2.70221 3.43840 0.89101 0.3 -0.3 0.0 0.3758
C -1.94364 1.39238 3.27804 0.4 0.2 0.5 -1.9285
H -1.30836 2.27865 3.35254 0.0 -0.2 0.1 0.2542
H -1.62737 0.66851 4.02963 0.1 0.2 0.1 0.3825
H -2.96335 1.70534 3.55928 0.2 -0.1 -0.2 0.3383
C -2.65350 -1.52556 2.69401 0.1 -0.2 0.0 -2.1116
H -3.73305 -1.50231 2.89195 0.1 -0.1 0.0 0.4059
H -2.13725 -1.28965 3.62798 -0.1 -0.2 -0.1 0.3411
H -2.38142 -2.53544 2.38020 -0.1 0.0 0.1 0.3200
C -3.29440 -1.81479 -0.32942 0.1 -0.9 -0.5 -1.2349
H -4.40387 -1.71053 -0.32996 0.7 0.3 0.2 0.2626
H -3.06577 -2.76117 0.18844 -0.1 0.3 -0.1 0.4317
H -2.99045 -1.95731 -1.37942 -0.2 0.1 0.2 0.0925
C -3.14598 1.23224 -1.38949 -0.3 0.1 -0.7 -1.6967
H -4.10959 1.51483 -0.92768 0.2 -0.1 -0.2 0.4620
H -3.34995 0.53174 -2.21551 -0.1 0.5 0.1 0.3376
H -2.67378 2.15280 -1.77038 -0.4 -0.3 -0.2 0.3083
C 1.10665 0.47724 -1.80246 0.5 2.1 -1.0 0.4626
C 0.12059 1.44027 -2.25727 2.7 1.0 0.6 0.6463
C -0.29393 1.66401 -3.69371 -0.8 0.2 -0.8 -1.2690
C -1.14594 0.49249 -4.35769 -0.2 0.5 0.0 -1.2455
C -1.23730 -0.76596 -3.52489 0.6 -1.6 -1.2 -0.7413
C -0.10778 -1.52191 -3.08454 -0.6 -0.4 -1.8 0.3785
C 1.32625 -1.29516 -3.57890 0.2 -0.2 -0.3 -1.5139
C 2.06436 -0.20864 -2.77268 -0.2 -0.1 0.1 -1.3591
H 0.53502 1.93013 -4.37555 -0.1 -0.2 0.5 0.3603
H -0.76978 0.29429 -5.37682 0.0 -0.1 0.5 0.4750
H -0.96246 2.54344 -3.68289 0.4 -0.3 -0.1 0.4138
H 2.49610 0.53574 -3.46567 -0.1 -0.2 0.4 0.5118
H 1.49292 0.63370 -0.78954 -0.3 0.0 -0.1 0.1716
H -0.01071 2.34170 -1.61816 -0.2 -1.0 -0.2 0.2897
H 2.90336 -0.67072 -2.23426 -0.3 0.3 0.0 0.4342
H 1.88465 -2.24556 -3.51957 -0.3 0.3 0.0 0.4321
H -0.33397 -2.56130 -2.82668 0.0 0.3 0.2 0.7820
H 1.37305 -1.02209 -4.64791 -0.4 -0.1 0.3 0.3163
H -2.18487 0.83959 -4.48986 0.5 0.0 0.0 0.4165
H -2.19412 -1.31181 -3.57849 0.4 0.3 0.2 0.6403
P 2.01917 2.29946 1.47912 -0.6 -0.7 -0.4 1.1090
C 1.90785 3.38553 2.93721 0.1 0.1 0.0 -1.4360
H 2.65025 4.18846 2.84533 -0.2 -0.1 0.3 0.4418
H 2.08275 2.79656 3.84458 0.0 0.2 -0.1 0.3151
H 0.89670 3.81370 2.97858 0.3 0.0 0.1 0.3138
C 3.76630 1.76332 1.52455 0.1 0.1 0.1 -1.2382
H 4.40031 2.65774 1.59417 0.1 -0.3 0.0 0.3903
H 3.99996 1.21832 0.59743 0.0 0.2 0.3 0.3578
H 3.93268 1.09900 2.38318 0.1 0.2 -0.2 0.3291
C 2.17053 3.56812 0.17039 0.0 0.1 -0.1 -1.3411
H 2.32485 3.09638 -0.80851 0.0 0.1 0.2 0.3200
H 3.02737 4.20341 0.41899 -0.2 0.1 -0.3 0.5234
H 1.25412 4.16754 0.12159 0.2 0.0 0.0 0.3223
P 0.98348 -2.73028 0.91613 -0.2 -0.3 -0.4 0.8461
C -0.10811 -3.92680 0.03928 -0.3 0.1 -0.2 -1.1836
H 0.53155 -4.68595 -0.43188 -0.3 0.1 0.1 0.4523
H -0.72874 -3.45014 -0.72629 0.0 -0.1 0.1 -0.0284
H -0.75619 -4.41431 0.78020 0.1 0.1 -0.3 0.4469
C 2.35702 -2.73361 -0.30799 0.3 0.3 -0.1 -1.0927
H 2.01693 -2.55559 -1.33862 0.0 0.0 0.4 -0.0825
H 2.84573 -3.71350 -0.25173 0.0 0.2 -0.2 0.6093
H 3.08393 -1.95650 -0.03725 -0.1 -0.2 -0.2 0.2638
C 1.65516 -4.05078 1.98427 0.2 0.1 0.2 -1.4520
H 1.99232 -4.85658 1.31678 0.0 0.1 0.4 0.5567
H 0.85193 -4.41435 2.63141 0.3 0.0 0.1 0.3878
H 2.49391 -3.66839 2.57355 -0.1 -0.3 0.1 0.3737
F 0.87479 -1.87179 4.32059 0.4 1.0 -1.4 -0.2038
C 1.49832 -0.94073 3.53894 1.1 0.0 3.3 0.4720
F 1.24945 0.27667 4.09486 0.0 -1.2 -1.1 -0.1432
F 2.84308 -1.15968 3.66099 -1.6 0.2 -0.8 -0.2007
```
Positions in Å, forces in eV/Å.

---

[2]
C29H26CoF3N7O4 | ωB97M-V/def2-TZVPD

Calculated values
Calculated total energy, eV: -94891.3203
2S+1: 5
<S²>: 6.050
Total charge: +1
Energy above the lowest of the compared OMol25 structures with the same formula, charge and spin, kcal per mole: 0.0
Lowest unoccupied orbital energy (alpha / beta), eV: -2.3085 / -5.0408
Frontier orbital gap (alpha / beta), eV: 8.55 / 6.50

XYZ file:
```
70
Properties=species:S:1:pos:R:3:forces:R:3:nbo_charge:R:1
Co -0.17194 -0.97224 0.62946 0.1 -0.2 -0.3 1.4858
C 4.95294 3.66384 0.31658 0.0 0.0 0.0 -0.6390
C 3.61192 3.00154 0.44038 0.0 0.0 0.0 0.0168
C 2.45790 3.61130 -0.04190 -0.1 -0.1 0.0 -0.2104
C 1.23478 2.97813 0.04750 0.0 0.0 0.0 -0.1431
C 1.09469 1.71114 0.63714 0.0 -0.1 0.0 0.0784
N -0.12196 1.05616 0.64719 -0.1 0.1 -0.1 -0.4841
C -1.29399 1.75446 0.75086 0.1 -0.1 0.0 0.0870
C -1.38691 2.91465 1.54822 0.0 0.1 0.0 -0.1641
C -2.58393 3.55789 1.75485 0.1 -0.1 0.0 -0.1997
C -3.75664 3.07771 1.17318 0.0 0.0 0.0 0.0660
C -5.07743 3.72780 1.45312 0.0 0.0 0.0 -0.6421
C -3.68314 1.93014 0.38513 0.0 0.0 0.0 -0.2279
C -2.49640 1.26550 0.17578 0.0 0.0 -0.1 0.2660
N -2.54578 0.12669 -0.68411 0.1 -0.1 0.1 -0.1851
C -3.35478 -0.01769 -1.75798 -0.1 0.0 0.0 0.0009
C -3.28588 -1.32366 -2.16958 0.0 0.0 0.0 -0.3190
C -2.39717 -1.93021 -1.27221 0.0 -0.1 0.0 -0.0004
N -1.95808 -1.05784 -0.38108 -0.1 0.3 0.0 -0.3823
C 2.27708 1.08293 1.10072 0.0 -0.1 0.1 0.1259
C 3.49265 1.73045 0.99946 0.0 0.0 0.0 -0.1599
N 2.28698 -0.18146 1.77035 -0.1 0.0 -0.2 -0.1735
C 2.97100 -0.47042 2.89500 0.1 0.0 0.0 0.0143
C 2.91113 -1.82760 3.09380 0.0 0.1 0.0 -0.3077
C 2.14917 -2.30127 2.02698 0.0 -0.1 -0.1 0.0320
N 1.78316 -1.31925 1.21232 0.1 0.3 0.2 -0.4028
H 4.85369 4.74718 0.28584 0.0 0.0 0.0 0.2310
H 5.45171 3.35047 -0.60250 0.0 0.0 0.0 0.2388
H 5.60212 3.40223 1.15108 0.0 0.0 0.0 0.2295
H 2.52036 4.58429 -0.51113 0.0 0.0 0.0 0.2281
H 0.35725 3.44577 -0.37668 0.0 0.0 0.0 0.2236
H -0.49794 3.25520 2.05940 0.0 0.0 0.0 0.2311
H -2.62171 4.42237 2.40391 0.0 0.0 0.0 0.2303
H -4.95663 4.78728 1.67125 0.0 0.0 0.0 0.2307
H -5.54410 3.26039 2.32281 0.0 0.0 0.0 0.2473
H -5.76190 3.62198 0.61255 0.0 0.0 0.0 0.2271
H -4.59389 1.51855 -0.02882 0.0 0.0 0.0 0.2279
H -3.92120 0.81537 -2.13491 0.0 0.0 0.0 0.2398
H -3.80851 -1.77396 -2.99342 0.0 0.0 0.0 0.2490
H -2.03796 -2.94789 -1.23866 0.0 0.0 0.0 0.2454
H 4.38024 1.22165 1.35395 0.0 0.0 0.0 0.2242
H 3.44847 0.30917 3.46276 0.0 0.0 0.0 0.2399
H 3.33430 -2.38722 3.90716 0.0 0.0 0.0 0.2531
H 1.81913 -3.30696 1.82425 0.0 0.0 0.0 0.2280
F -0.51524 -1.45396 5.09491 0.0 0.0 0.0 -0.3186
C -1.71813 -1.18238 4.57099 0.0 -0.1 0.1 0.8849
F -2.50553 -2.25278 4.77752 0.0 0.1 0.0 -0.3170
F -2.23184 -0.15116 5.24757 0.0 -0.1 0.0 -0.3107
C -1.65315 -0.87869 3.05444 0.0 0.1 -0.1 0.7032
O -2.51241 -0.16133 2.58175 0.0 0.0 0.0 -0.6409
O -0.67423 -1.44389 2.45138 -0.1 -0.1 0.2 -0.8294
O -0.39261 -4.75408 -1.66296 0.1 0.0 0.0 -0.7350
C -0.15248 -4.71002 -3.06105 -0.2 0.0 0.1 0.0756
N 1.23359 -4.71550 -3.43414 0.1 0.1 0.0 -0.6404
C 1.99758 -3.61379 -3.73211 0.0 0.0 0.0 0.6634
O 3.03469 -3.69747 -4.34766 0.1 0.0 0.0 -0.5606
C 1.49841 -2.28076 -3.25458 0.0 0.0 0.0 -0.1961
C 1.49560 -1.19701 -4.12358 0.0 0.0 0.0 -0.0561
C 1.04661 0.02577 -3.65917 0.0 0.0 0.0 -0.2509
C 0.64094 0.12733 -2.33752 0.0 0.1 0.0 0.0520
N 0.69039 -0.89429 -1.48479 -0.1 -0.1 0.1 -0.5134
C 1.11205 -2.07429 -1.94172 0.0 0.0 0.0 0.0629
H -0.17648 -5.63320 -1.33253 0.0 0.0 0.0 0.4828
H -0.61824 -3.78560 -3.39966 0.0 0.0 0.0 0.1843
H -0.64586 -5.54939 -3.55344 0.0 0.0 0.0 0.1876
H 1.64536 -5.57912 -3.75640 0.0 0.0 0.0 0.4163
H 1.83854 -1.32610 -5.14167 0.0 0.0 0.0 0.2383
H 1.01244 0.89199 -4.30393 0.0 0.0 0.0 0.2358
H 0.27253 1.06542 -1.93981 0.0 0.0 0.0 0.2029
H 1.14469 -2.89025 -1.23183 0.0 0.0 0.0 0.2219
```
Positions in Å, forces in eV/Å.

---

[3]
C3H10N4S | ωB97M-V/def2-TZVPD

Calculated values
Calculated total energy, eV: -20061.8887
SMILES: N/N=C\NNCCS
Energy above the lowest of the compared OMol25 structures with the same formula, charge and spin, kcal per mole: 135.5
Lowest unoccupied orbital energy, eV: 0.7350
Frontier orbital gap, eV: 8.45

XYZ file:
```
18
Properties=species:S:1:pos:R:3:forces:R:3:nbo_charge:R:1
N 1.56976 -1.36624 -0.92508 5.7 -2.8 -4.8 -0.7044
N 2.05790 -0.44878 0.02592 0.3 -0.8 0.0 -0.4111
C 1.19192 -0.46761 0.95570 1.7 0.8 5.4 0.2231
N -0.06819 -0.86902 0.87620 -2.4 -1.5 5.0 -0.4608
N -0.69614 -0.97129 -0.26927 -3.5 1.0 -6.6 -0.5227
C -1.07255 0.42533 -0.83038 3.3 -0.8 -0.9 -0.2910
C -1.71172 1.51692 -0.03995 1.2 2.4 0.5 -0.5152
S -1.07721 1.80887 1.71236 2.7 -0.4 -0.6 -0.1195
H 2.36252 -1.23897 -1.73276 -2.6 -0.7 2.1 0.3791
H 1.80489 -2.43495 -0.59338 -0.9 3.3 -0.7 0.3681
H 1.70223 -0.27172 2.05327 -1.9 0.1 -2.5 0.1982
H -0.87830 -1.01119 1.72114 4.1 0.7 -2.4 0.4289
H 0.05357 -1.21009 -1.18328 -1.6 -0.2 3.7 0.4141
H -1.57973 0.38376 -1.81750 0.0 -0.7 0.7 0.2175
H 0.00970 0.74530 -1.11815 -1.7 0.6 0.3 0.1690
H -2.79967 1.34732 0.23893 1.1 0.7 -1.1 0.2348
H -1.32228 2.53474 -0.66574 -2.1 -2.6 1.7 0.2412
H 0.45330 1.52763 1.59199 -3.4 0.9 0.0 0.1507
```
Positions in Å, forces in eV/Å.

---

[4]
C5H7FOS | ωB97M-V/def2-TZVPD

Calculated values
Calculated total energy, eV: -20897.1334
SMILES: C/C(C=S)=C(\F)CO
Energy above the lowest of the compared OMol25 structures with the same formula, charge and spin, kcal per mole: 21.8
Lowest unoccupied orbital energy, eV: -0.6012
Frontier orbital gap, eV: 8.04

XYZ file:
```
15
Properties=species:S:1:pos:R:3:forces:R:3:nbo_charge:R:1
C -2.02861 0.34319 0.51297 -1.1 -0.8 0.8 -0.6522
C -0.60094 0.23778 0.00780 -1.5 0.9 0.3 -0.1929
C -0.10141 1.36717 -0.75501 1.3 0.1 -0.6 -0.2928
S -0.89304 2.74262 -1.08450 0.0 -0.2 0.1 0.0359
C 0.15029 -0.84374 0.18570 1.4 -0.5 -0.3 0.4548
F -0.38288 -1.90861 0.82614 0.3 0.2 -0.2 -0.3229
C 1.63701 -1.13227 -0.18206 -0.4 -1.1 -1.0 -0.1400
O 2.53416 -0.05325 -0.29818 -0.6 0.7 1.2 -0.6927
H -2.76857 0.42334 -0.29252 0.4 0.0 -0.2 0.2354
H -2.28997 1.18559 1.17452 0.8 0.1 -0.4 0.2389
H -2.36466 -0.52278 1.11602 0.6 0.1 -0.5 0.2281
H 0.93545 1.23790 -1.14912 -0.9 0.2 0.3 0.2261
H 1.76043 -1.70939 -1.15849 -0.7 0.8 1.1 0.2110
H 1.97459 -1.84480 0.56976 0.0 0.0 0.3 0.1908
H 2.43813 0.47727 0.52697 0.3 -0.4 -0.9 0.4725
```
Positions in Å, forces in eV/Å.

---

[5]
C6H11NO | ωB97M-V/def2-TZVPD

Calculated values
Calculated total energy, eV: -9935.5592
SMILES: C=C(CCC=O)NC
Energy above the lowest of the compared OMol25 structures with the same formula, charge and spin, kcal per mole: 66.8
Lowest unoccupied orbital energy, eV: 0.8292
Frontier orbital gap, eV: 8.77

XYZ file:
```
19
Properties=species:S:1:pos:R:3:forces:R:3:nbo_charge:R:1
C 1.43429 -0.10408 1.08212 1.3 0.7 0.4 -0.5522
C 0.84354 0.21333 -0.07416 -0.1 -0.5 -0.2 0.2116
C -0.44106 -0.57264 -0.34036 -0.3 -0.1 0.2 -0.4691
C -1.37414 -0.58931 0.91840 0.5 2.3 -1.4 -0.5217
C -1.48750 -1.88423 1.66125 -0.2 2.8 1.8 0.4149
O -2.23903 -1.78082 2.61002 0.2 -2.1 -0.2 -0.5089
N 1.38734 1.06317 -1.04122 -0.9 -1.1 0.2 -0.6100
C 0.63858 1.60315 -2.15996 -2.5 -1.2 0.9 -0.4133
H 2.35600 0.31405 1.49302 -0.1 0.2 -0.7 0.1988
H 1.08630 -0.86397 1.74274 -0.7 -0.4 0.1 0.1934
H -1.13729 -0.18354 -1.09040 1.0 -0.1 -0.5 0.2203
H -0.08110 -1.59007 -0.62871 -0.7 0.6 0.1 0.2256
H -2.37758 -0.18408 0.60109 0.6 -1.0 0.3 0.2388
H -1.04588 0.31578 1.58841 -0.3 -2.2 -0.7 0.2662
H -0.71262 -2.67097 1.49451 -0.7 -0.2 0.0 0.1291
H 2.10781 1.65182 -0.69118 0.5 0.2 0.1 0.3838
H 0.64174 0.99830 -3.10966 0.8 1.0 0.7 0.1994
H -0.47058 1.62867 -1.91593 1.1 -0.1 -0.1 0.1821
H 0.87118 2.63543 -2.13997 0.5 1.0 -1.2 0.2110
```
Positions in Å, forces in eV/Å.

---

[6]
C5H4N | ωB97M-V/def2-TZVPD

Calculated values
Calculated total energy, eV: -6725.6170
Total charge: +1
Energy above the lowest of the compared OMol25 structures with the same formula, charge and spin, kcal per mole: 62.8
Lowest unoccupied orbital energy (alpha / beta), eV: -7.4658 / -7.3226
Frontier orbital gap (alpha / beta), eV: 6.95 / 7.66

XYZ file:
```
10
Properties=species:S:1:pos:R:3:forces:R:3:nbo_charge:R:1
C 0.82895 0.21701 1.15585 -0.3 0.0 -0.3 0.2910
C 0.57772 -0.74993 2.24231 0.0 1.0 -1.7 0.2735
C -1.00368 -0.62077 0.03681 0.2 -0.2 -0.1 -0.0158
C -0.38729 -0.64383 1.25275 0.8 0.2 0.6 -0.1014
C -0.11979 0.13618 -0.89701 -0.5 0.2 -1.3 -0.2964
N 0.93830 0.70836 -0.08047 0.0 -1.2 2.3 -0.4787
H -1.98729 -0.97724 -0.21613 -0.2 0.1 0.0 0.2805
H 0.23765 -0.41488 -1.78186 0.0 0.0 0.2 0.2841
H -0.71717 0.97167 -1.30967 0.0 -0.1 0.2 0.2939
H 1.63261 1.37343 -0.40259 -0.1 0.0 0.1 0.4692
```
Positions in Å, forces in eV/Å.

---

Q: The highest calculated total energy belongs to which entry?
A: C5H4N

---

Repeat the fifth record exactly.
C6H11NO | ωB97M-V/def2-TZVPD

Calculated values
Calculated total energy, eV: -9935.5592
SMILES: C=C(CCC=O)NC
Energy above the lowest of the compared OMol25 structures with the same formula, charge and spin, kcal per mole: 66.8
Lowest unoccupied orbital energy, eV: 0.8292
Frontier orbital gap, eV: 8.77

XYZ file:
```
19
Properties=species:S:1:pos:R:3:forces:R:3:nbo_charge:R:1
C 1.43429 -0.10408 1.08212 1.3 0.7 0.4 -0.5522
C 0.84354 0.21333 -0.07416 -0.1 -0.5 -0.2 0.2116
C -0.44106 -0.57264 -0.34036 -0.3 -0.1 0.2 -0.4691
C -1.37414 -0.58931 0.91840 0.5 2.3 -1.4 -0.5217
C -1.48750 -1.88423 1.66125 -0.2 2.8 1.8 0.4149
O -2.23903 -1.78082 2.61002 0.2 -2.1 -0.2 -0.5089
N 1.38734 1.06317 -1.04122 -0.9 -1.1 0.2 -0.6100
C 0.63858 1.60315 -2.15996 -2.5 -1.2 0.9 -0.4133
H 2.35600 0.31405 1.49302 -0.1 0.2 -0.7 0.1988
H 1.08630 -0.86397 1.74274 -0.7 -0.4 0.1 0.1934
H -1.13729 -0.18354 -1.09040 1.0 -0.1 -0.5 0.2203
H -0.08110 -1.59007 -0.62871 -0.7 0.6 0.1 0.2256
H -2.37758 -0.18408 0.60109 0.6 -1.0 0.3 0.2388
H -1.04588 0.31578 1.58841 -0.3 -2.2 -0.7 0.2662
H -0.71262 -2.67097 1.49451 -0.7 -0.2 0.0 0.1291
H 2.10781 1.65182 -0.69118 0.5 0.2 0.1 0.3838
H 0.64174 0.99830 -3.10966 0.8 1.0 0.7 0.1994
H -0.47058 1.62867 -1.91593 1.1 -0.1 -0.1 0.1821
H 0.87118 2.63543 -2.13997 0.5 1.0 -1.2 0.2110
```
Positions in Å, forces in eV/Å.